DFT (ωB97M-V with the def2-TZVPD basis set) results for a structure of composition C36H43N4O4PPdS.

Atoms and positions in Å:
Pd1 0.579 -0.127 -0.325
N1 -1.136 -1.019 3.348
C1 0.097 -0.319 3.329
C2 0.940 -0.535 4.426
C3 2.139 0.152 4.481
C4 2.468 1.008 3.446
C5 1.583 1.119 2.386
N2 0.389 0.501 2.337
C6 -1.746 -1.716 2.304
C7 -2.394 -2.926 2.618
C8 -3.014 -3.621 1.609
C9 -2.981 -3.112 0.310
C10 -2.326 -1.914 0.108
N3 -1.738 -1.212 1.083
H1 -1.239 -1.516 4.216
H2 0.667 -1.257 5.189
H3 2.819 -0.004 5.310
H4 3.411 1.536 3.421
H5 1.819 1.750 1.541
H6 -2.364 -3.309 3.631
H7 -3.509 -4.562 1.823
H8 -3.436 -3.635 -0.521
H9 -2.245 -1.475 -0.882
C11 1.016 2.677 -3.840
C12 1.703 1.548 -3.093
O1 1.127 0.302 -3.443
P1 0.127 -0.471 -2.364
O2 0.394 -1.978 -2.988
C13 1.335 -2.799 -2.281
C14 2.776 -2.395 -2.525
O3 -1.312 -0.242 -3.194
C15 -1.462 -0.546 -4.569
C16 -2.641 0.250 -5.095
H10 1.476 3.636 -3.586
H11 -0.036 2.728 -3.552
H12 1.088 2.523 -4.920
H13 1.637 1.691 -2.010
H14 2.764 1.493 -3.359
H15 1.142 -3.821 -2.622
H16 1.129 -2.741 -1.208
H17 3.016 -2.412 -3.591
H18 3.443 -3.070 -1.982
H19 2.943 -1.394 -2.123
H20 -1.628 -1.622 -4.692
H21 -0.546 -0.290 -5.110
H22 -3.534 0.037 -4.506
H23 -2.842 0.006 -6.143
H24 -2.439 1.320 -5.016
O4 -0.425 3.311 -0.966
S1 -1.131 2.208 -0.248
C17 -1.634 2.937 1.342
C18 -2.175 2.132 2.332
C19 -2.459 2.679 3.573
C20 -2.183 4.019 3.824
C21 -1.615 4.807 2.833
C22 -1.332 4.263 1.586
C23 -2.798 2.188 -0.974
C24 -3.725 1.228 -0.605
C25 -4.954 1.186 -1.246
C26 -5.242 2.089 -2.263
C27 -4.296 3.034 -2.636
C28 -3.065 3.081 -1.994
H25 -2.327 1.074 2.146
H26 -2.864 2.045 4.353
H27 -2.388 4.441 4.801
H28 -1.380 5.846 3.033
H29 -0.866 4.843 0.798
H30 -3.485 0.511 0.173
H31 -5.680 0.435 -0.960
H32 -6.197 2.045 -2.773
H33 -4.510 3.729 -3.440
H34 -2.294 3.788 -2.275
C29 1.396 -3.003 1.565
C30 2.853 -2.697 1.381
C31 3.779 -3.677 1.684
C32 5.161 -3.462 1.654
C33 5.604 -2.170 1.322
C34 4.733 -1.160 0.986
C35 5.238 0.198 0.606
C36 3.272 -1.356 0.927
N4 2.505 -0.396 0.509
H35 1.187 -4.069 1.418
H36 0.779 -2.417 0.876
H37 1.065 -2.740 2.585
H38 3.407 -4.661 1.979
H39 5.861 -4.256 1.897
H40 6.676 -1.961 1.313
H41 6.333 0.232 0.636
H42 4.833 0.973 1.268
H43 4.880 0.469 -0.394

For the HOMO energy, the calculation gives 1.32 eV. Its HOMO-LUMO gap is 2.92 eV. Its total energy is -75783.1616 eV. Its relative energy (zero: lowest compared OMol25 entry of this formula, charge and spin) is 0.063 eV. The charge is -2. The strongest force on any atom comes out at 0.8 eV/A.

Results of the Löwdin charge analysis, in e, for atoms 1 through 6: 0.346 0.111 -0.344 -0.059 -0.094 -0.088